Record 1
{"formula": "C49H102N8O16PS3", "method": "wB97M-V/def2-TZVPD", "charge": 1, "lumo_ev": -2.74, "elements": ["C", "C", "N", "C", "C", "C", "C", "C", "C", "N", "C", "C", "C", "C", "C", "C", "C", "S", "C", "N", "N", "C", "O", "C", "C", "P", "S", "N", "C", "C", "C", "C", "S", "O", "O", "O", "C", "C", "N", "N", "N", "H", "H", "H", "H", "H", "H", "H", "H", "H", "H", "H", "H", "H", "H", "H", "H", "H", "H", "H", "H", "H", "H", "H", "H", "H", "H", "H", "H", "H", "H", "H", "H", "H", "H", "H", "H", "H", "H", "H", "H", "H", "H", "H", "H", "H", "H", "C", "O", "C", "C", "O", "C", "C", "O", "C", "H", "H", "H", "H", "H", "H", "H", "H", "H", "H", "H", "H", "H", "H", "C", "O", "C", "C", "O", "C", "C", "O", "C", "H", "H", "H", "H", "H", "H", "H", "H", "H", "H", "H", "H", "H", "H", "C", "O", "C", "C", "O", "C", "C", "O", "C", "H", "H", "H", "H", "H", "H", "H", "H", "H", "H", "H", "H", "H", "H", "C", "O", "C", "C", "O", "C", "C", "O", "C", "H", "H", "H", "H", "H", "H", "H", "H", "H", "H", "H", "H", "H", "H"], "positions_angstrom": [[1.24, -2.15, 2.80], [-0.31, -1.74, 2.41], [-1.13, -1.54, 3.53], [-1.00, -1.65, 0.96], [-0.77, -0.39, -0.03], [-1.71, -0.97, -1.30], [-1.40, -0.34, -2.76], [-2.70, -0.27, -3.78], [-3.75, -1.52, -3.64], [-3.26, -2.84, -4.19], [-3.81, -4.01, -3.34], [-3.29, -5.41, -4.03], [-2.39, -4.83, -5.31], [-2.41, -3.19, -5.39], [0.86, -0.60, -0.35], [1.35, -1.73, -1.42], [2.93, -2.19, -1.10], [4.02, -1.21, -2.32], [3.88, -2.07, -4.02], [4.94, -2.15, -5.13], [4.54, -2.89, -6.23], [3.10, -3.29, -5.86], [2.67, -2.80, -4.52], [1.27, 0.79, -1.10], [0.21, 1.77, -0.24], [0.04, 3.18, -1.50], [-0.15, 4.86, -0.51], [-1.03, 1.08, 0.38], [-0.85, 1.42, 1.83], [-0.88, 2.94, 2.34], [-0.90, 2.90, 4.02], [-0.08, 4.14, 4.71], [1.71, 3.63, 4.85], [2.25, 4.20, 6.18], [1.95, 2.09, 4.85], [2.51, 4.23, 3.45], [-2.31, 1.75, -0.07], [-3.68, 1.35, 0.71], [-3.81, -0.02, 1.27], [-4.07, 2.32, 1.84], [-4.82, 1.51, -0.32], [1.17, -2.92, 3.70], [1.75, -1.15, 3.22], [1.86, -2.54, 1.89], [-0.58, -1.66, 4.41], [-2.14, -1.99, 1.10], [-0.54, -2.60, 0.39], [-2.86, -0.78, -1.07], [-1.62, -2.15, -1.42], [-0.97, 0.78, -2.75], [-0.61, -1.04, -3.32], [-3.29, 0.75, -3.56], [-2.32, -0.19, -4.90], [-4.71, -1.23, -4.29], [-4.16, -1.71, -2.56], [-4.50, -3.96, -2.37], [-3.51, -6.51, -3.70], [-1.86, -5.55, -6.09], [-1.94, -2.43, -6.15], [1.60, -0.61, 0.55], [0.70, -2.71, -1.43], [1.40, -1.25, -2.51], [3.28, -1.88, -0.03], [3.11, -3.32, -1.37], [2.38, -3.94, -6.51], [1.19, 0.91, -2.26], [2.42, 0.95, -0.85], [1.02, 2.22, 0.52], [1.32, 3.28, -2.22], [-1.02, 2.99, -2.49], [0.22, 0.97, 2.14], [-1.63, 0.81, 2.49], [0.12, 3.51, 2.07], [-1.79, 3.61, 2.04], [-0.61, 1.83, 4.42], [-2.06, 3.03, 4.29], [-0.27, 5.16, 4.17], [-0.51, 4.24, 5.82], [2.22, 3.57, 2.72], [-2.30, 2.94, 0.04], [-2.54, 1.64, -1.23], [-4.30, -0.69, 0.63], [-4.27, -0.01, 2.23], [-3.88, 3.31, 1.51], [-3.53, 2.11, 2.71], [-4.60, 0.89, -1.16], [-5.66, 1.06, 0.14], [-8.69, 1.87, -1.21], [-8.98, 0.77, -2.05], [-7.80, 0.20, -2.62], [-8.02, -1.28, -2.97], [-7.96, -2.14, -1.82], [-9.08, -2.08, -0.93], [-10.35, -2.71, -1.51], [-10.98, -1.80, -2.41], [-11.81, -2.46, -3.35], [-8.22, 2.68, -1.78], [-9.63, 2.23, -0.79], [-8.04, 1.56, -0.38], [-6.95, 0.29, -1.93], [-7.57, 0.76, -3.54], [-7.20, -1.60, -3.62], [-8.94, -1.43, -3.53], [-9.24, -1.06, -0.58], [-8.78, -2.66, -0.05], [-11.05, -2.92, -0.70], [-10.09, -3.64, -2.02], [-11.22, -3.16, -3.95], [-12.24, -1.71, -4.02], [-12.62, -2.99, -2.84], [1.79, -6.39, 9.46], [2.21, -5.10, 9.03], [2.57, -5.09, 7.64], [2.40, -3.69, 7.06], [1.03, -3.35, 6.78], [0.20, -3.09, 7.92], [0.53, -1.76, 8.60], [1.68, -1.90, 9.44], [2.34, -0.66, 9.66], [2.60, -7.11, 9.36], [1.51, -6.31, 10.52], [0.91, -6.71, 8.89], [1.95, -5.80, 7.08], [3.62, -5.39, 7.57], [2.91, -3.66, 6.09], [2.87, -2.92, 7.68], [0.21, -3.92, 8.62], [-0.82, -3.02, 7.52], [-0.31, -1.45, 9.24], [0.70, -0.99, 7.84], [2.68, -0.23, 8.72], [3.22, -0.85, 10.29], [1.68, 0.03, 10.18], [2.23, 9.52, 2.61], [2.19, 9.81, 1.22], [1.82, 8.68, 0.44], [1.17, 9.12, -0.88], [-0.19, 9.53, -0.72], [-0.40, 10.80, -0.08], [0.01, 11.99, -0.96], [1.42, 12.17, -0.92], [1.91, 12.86, -2.06], [3.00, 8.76, 2.81], [2.49, 10.43, 3.15], [1.25, 9.18, 2.96], [1.13, 8.03, 0.99], [2.74, 8.12, 0.22], [1.14, 8.25, -1.55], [1.76, 9.89, -1.39], [0.08, 10.82, 0.90], [-1.48, 10.86, 0.10], [-0.45, 12.90, -0.57], [-0.33, 11.82, -1.98], [1.67, 12.30, -2.97], [3.00, 12.94, -1.98], [1.48, 13.86, -2.11], [10.13, -6.77, -2.07], [10.08, -6.48, -3.46], [9.72, -7.61, -4.24], [9.07, -7.17, -5.56], [7.70, -6.76, -5.40], [7.50, -5.49, -4.76], [7.90, -4.30, -5.64], [9.32, -4.12, -5.60], [9.80, -3.43, -6.74], [10.89, -7.53, -1.87], [10.38, -5.86, -1.53], [9.15, -7.11, -1.72], [9.02, -8.26, -3.69], [10.63, -8.17, -4.46], [9.03, -8.04, -6.23], [9.65, -6.40, -6.07], [7.98, -5.47, -3.78], [6.42, -5.43, -4.59], [7.44, -3.39, -5.25], [7.56, -4.47, -6.66], [9.57, -3.99, -7.65], [10.89, -3.35, -6.66], [9.38, -2.43, -6.79]]}


Record 2
{"formula": "C2H7NS", "method": "wB97M-V/def2-TZVPD", "lumo_ev": 0.77, "de_lowest_ev": 2.4095, "smiles": "C=C.NS", "elements": ["C", "C", "H", "H", "H", "H", "N", "S", "H", "H", "H"], "positions_angstrom": [[1.15, -0.18, 0.82], [0.72, -0.56, 2.03], [0.83, -0.84, -0.03], [2.01, 0.56, 0.69], [1.00, 0.13, 2.87], [-0.19, -1.04, 2.37], [-1.13, 0.58, -2.25], [-1.57, 0.28, -0.69], [-1.84, 0.87, -2.88], [-0.29, 1.02, -2.34], [-0.70, -0.82, -0.59]]}


Record 3
{"formula": "C4H10N3", "method": "wB97M-V/def2-TZVPD", "charge": 1, "lumo_ev": -3.54, "de_lowest_ev": 3.2716, "elements": ["C", "C", "C", "C", "N", "N", "N", "H", "H", "H", "H", "H", "H", "H", "H", "H", "H"], "positions_angstrom": [[3.54, -0.23, -0.24], [-1.92, -1.41, 0.00], [-0.12, 0.53, 1.26], [-1.03, -0.36, -0.78], [2.45, -0.11, 0.10], [0.22, 1.57, -0.86], [-0.34, 0.53, -0.20], [-2.90, -0.93, 0.11], [4.37, -0.76, -0.51], [-2.12, -2.27, -0.63], [0.88, 0.89, 1.40], [-0.84, 1.09, 1.74], [-0.07, -0.43, 1.62], [-1.65, -1.60, 1.02], [-1.20, -0.39, -1.89], [0.90, 2.15, -0.35], [-0.16, 1.70, -1.78]]}


Record 4
{"formula": "C16H48K3O20P", "method": "wB97M-V/def2-TZVPD", "lumo_ev": -0.06, "de_lowest_ev": 0.3171, "elements": ["K", "K", "K", "P", "O", "O", "O", "O", "C", "C", "O", "O", "H", "H", "H", "H", "H", "H", "C", "C", "O", "O", "H", "H", "H", "H", "H", "H", "C", "C", "O", "O", "H", "H", "H", "H", "H", "H", "C", "C", "O", "O", "H", "H", "H", "H", "H", "H", "C", "C", "O", "O", "H", "H", "H", "H", "H", "H", "C", "C", "O", "O", "H", "H", "H", "H", "H", "H", "C", "C", "O", "O", "H", "H", "H", "H", "H", "H", "C", "C", "O", "O", "H", "H", "H", "H", "H", "H"], "positions_angstrom": [[4.64, 15.28, 8.17], [2.08, 10.03, 7.37], [5.63, 10.49, 11.36], [4.09, 12.03, 8.61], [3.91, 12.63, 7.20], [4.75, 10.62, 8.61], [2.66, 11.93, 9.24], [4.93, 12.97, 9.52], [6.59, 12.54, 4.81], [6.99, 11.14, 5.23], [5.87, 10.31, 5.46], [6.16, 13.31, 5.93], [5.79, 12.47, 4.06], [7.45, 13.06, 4.40], [7.70, 11.17, 6.05], [7.50, 10.71, 4.35], [5.57, 10.43, 6.37], [5.37, 12.90, 6.38], [5.14, 7.43, 8.69], [6.56, 7.94, 8.35], [6.89, 9.10, 9.11], [4.19, 8.24, 8.02], [4.95, 7.31, 9.77], [5.05, 6.42, 8.28], [6.51, 8.11, 7.27], [7.30, 7.15, 8.50], [6.27, 9.79, 8.77], [4.45, 9.17, 8.23], [-1.96, 11.68, 9.62], [-0.76, 12.60, 9.48], [0.09, 12.19, 8.43], [-1.76, 10.59, 10.52], [-2.17, 11.26, 8.64], [-2.86, 12.23, 9.91], [-0.15, 12.51, 10.39], [-1.06, 13.65, 9.39], [1.03, 12.12, 8.69], [-1.74, 10.93, 11.42], [2.07, 14.62, 11.29], [3.45, 14.45, 11.91], [3.77, 13.07, 11.99], [2.15, 14.61, 9.85], [1.52, 15.54, 11.51], [1.43, 13.78, 11.58], [3.38, 14.86, 12.92], [4.21, 15.03, 11.38], [4.05, 12.90, 11.06], [2.39, 13.69, 9.60], [2.54, 11.36, 3.86], [1.58, 10.26, 3.40], [1.36, 9.26, 4.42], [2.19, 11.92, 5.08], [2.39, 12.14, 3.09], [3.60, 11.09, 3.75], [1.96, 9.72, 2.53], [0.59, 10.65, 3.16], [2.20, 8.80, 4.54], [2.87, 12.12, 5.75], [8.08, 13.15, 9.02], [8.10, 14.20, 10.11], [6.78, 14.74, 10.33], [7.40, 12.00, 9.49], [9.10, 12.87, 8.72], [7.66, 13.49, 8.07], [8.79, 15.04, 10.00], [8.42, 13.71, 11.04], [6.19, 13.96, 10.27], [6.45, 12.20, 9.32], [1.52, 9.51, 11.57], [0.87, 8.50, 10.62], [0.48, 9.15, 9.40], [2.76, 10.00, 11.11], [1.69, 8.95, 12.49], [0.86, 10.37, 11.69], [0.03, 8.02, 11.13], [1.58, 7.76, 10.26], [-0.32, 9.67, 9.58], [2.60, 10.70, 10.41], [2.77, 15.43, 3.48], [3.96, 14.88, 4.21], [4.98, 15.89, 4.34], [2.03, 16.38, 4.25], [2.08, 14.61, 3.25], [3.08, 15.88, 2.53], [4.40, 14.00, 3.73], [3.66, 14.62, 5.23], [5.77, 15.44, 4.68], [1.28, 15.92, 4.62]]}


> Which formula does entry 1 have?

C49H102N8O16PS3